ORCA calculation (ωB97M-V/def2-TZVPD) on 3 unconnected molecules or ions with the total composition C19H23F2N3O6 at a distorted geometry.

The molar mass is 427.40 Da. For the strongest force on any atom, the calculation gives 3.3 eV/Å. Its LUMO energy is -1.69 eV. The net charge is 0. The orbital gap comes out at 7.510 eV. Its SMILES is C[C@@H](F)C[C@@H](F)OC(=O)CC(N)(N)N.O=C1C=CC(=O)C=C1.O=C1C=CC(=O)C=C1.

Each line ends with the Mulliken charge.
Atoms and positions in Å:
C -0.4968 1.7432 -3.0364  -0.69
C -0.1955 0.8389 -4.3094  0.45
F 0.9513 1.4489 -4.9708  -0.40
C 0.2327 -0.6586 -3.9966  -0.90
C -0.7402 -1.4622 -3.0321  0.14
F -0.1818 -1.3846 -1.7014  -0.39
O -2.0756 -0.9472 -2.9299  -0.17
C -2.8682 -1.3128 -4.0311  0.64
O -2.4554 -1.7660 -5.1041  -0.57
C -4.4478 -1.0582 -3.8591  -0.84
C -4.7084 0.4135 -3.2306  0.47
N -4.5661 0.4006 -1.7428  -0.72
N -3.7258 1.3589 -3.8403  -0.45
N -6.0735 0.8578 -3.6126  -0.73
H 0.3681 2.4369 -2.8174  0.46
H -1.4130 2.3824 -3.2933  0.03
H -0.7745 1.1170 -2.1214  0.05
H -1.0217 0.8492 -5.0964  0.22
H 0.2308 -1.2176 -4.9970  0.28
H 1.2909 -0.7230 -3.5851  0.42
H -0.7504 -2.5513 -3.3622  0.40
H -4.8535 -1.8351 -3.1256  0.28
H -4.9651 -1.0924 -4.8702  0.27
H -3.5935 0.6968 -1.5610  0.34
H -4.6638 -0.5646 -1.3984  0.29
H -3.9185 1.5111 -4.8329  0.22
H -3.6666 2.2335 -3.3106  0.27
H -6.2822 1.7940 -3.2378  0.29
H -6.1170 0.9070 -4.6369  0.30
O 3.3296 -1.2242 3.1118  -0.62
C 3.0352 -0.5360 2.1506  0.41
C 3.4253 0.8883 2.0792  -0.36
C 3.1013 1.6416 1.0285  -0.45
C 2.3395 1.0843 -0.1106  0.28
O 2.0467 1.7719 -1.0690  -0.50
C 1.9491 -0.3404 -0.0393  0.02
C 2.2741 -1.0930 1.0126  -0.49
H 3.9830 1.2798 2.9210  0.45
H 3.3779 2.6862 0.9594  0.43
H 1.3898 -0.7351 -0.8820  0.39
H 1.9979 -2.1377 1.0824  0.44
O 0.7684 -0.5689 6.5749  -0.55
C 1.9164 -0.6018 6.9759  0.28
C 3.0481 -0.8162 6.0483  -0.23
C 4.3055 -0.8540 6.4899  -0.38
C 4.6223 -0.6818 7.9238  0.34
O 5.7698 -0.7144 8.3257  -0.55
C 3.4903 -0.4674 8.8515  -0.41
C 2.2328 -0.4295 8.4106  -0.37
H 2.8005 -0.9402 4.9998  0.66
H 5.1460 -1.0108 5.8252  0.45
H 3.7397 -0.3439 9.8981  0.40
H 1.3921 -0.2728 9.0751  0.41

=====

ORCA calculation (ωB97M-V/def2-TZVPD) on 2 unconnected molecules or ions with the total composition C19H23FN2O5S2 at a distorted geometry.

The molar mass is 442.53 Da. For the strongest force on any atom, the calculation gives 3.2 eV/Å. Its LUMO energy is -0.10 eV. The net charge is 0. The orbital gap comes out at 7.255 eV. Its SMILES is O=S(=O)(c1ccccc1)N(F)S(=O)(=O)c1ccccc1.C/C=C/N1CCOCC1.

Each line ends with the Mulliken charge.
Atoms and positions in Å:
O 4.2407 3.7136 -0.6071  -0.58
S 4.0302 2.9967 0.6210  1.24
O 4.0003 3.6599 1.9001  -0.58
C 5.2536 1.6970 0.6482  0.36
C 5.5539 1.1586 1.8916  -0.36
C 6.5270 0.1655 1.9715  -0.63
C 7.1924 -0.2412 0.8056  -0.33
C 6.8974 0.3337 -0.4400  -0.56
C 5.9290 1.3379 -0.5189  -0.35
N 2.5112 2.0149 0.3782  -0.08
F 2.2362 1.1457 1.6058  -0.22
S 1.1722 3.2427 0.1871  1.25
O 1.4537 3.9575 -1.0284  -0.59
O 0.9227 3.9238 1.4330  -0.58
C -0.1960 2.1587 -0.1900  0.32
C -0.5330 1.8790 -1.5145  -0.43
C -1.6271 1.0439 -1.7560  -0.54
C -2.3723 0.5563 -0.6722  -0.50
C -2.0384 0.8846 0.6513  -0.44
C -0.9379 1.7050 0.8920  -0.35
H 5.0138 1.5156 2.7672  0.39
H 6.7476 -0.2764 2.9414  0.39
H 7.9598 -1.0101 0.8729  0.37
H 7.4112 0.0065 -1.3460  0.37
H 5.6834 1.8292 -1.4618  0.44
H 0.0628 2.2981 -2.3264  0.44
H -1.8891 0.7796 -2.7826  0.38
H -3.2342 -0.0814 -0.8580  0.38
H -2.6164 0.5171 1.4986  0.40
H -0.6329 1.9906 1.8980  0.41
C 2.7134 -3.0734 4.6712  -1.23
C 1.3895 -2.4655 4.3708  -0.22
C 0.2834 -3.2650 4.3903  0.01
N -1.0114 -2.8651 4.4864  0.16
C -2.0542 -3.9008 4.5160  -0.57
C -3.4022 -3.3133 4.1229  -0.56
O -3.6610 -2.0852 4.8124  -0.37
C -2.6835 -1.0774 4.5492  -0.48
C -1.2769 -1.5160 4.9374  -0.36
H 3.5202 -2.3410 4.6282  0.33
H 2.6984 -3.5065 5.6820  0.26
H 2.9492 -3.9032 3.9918  0.31
H 1.3549 -1.3817 4.2482  0.20
H 0.4278 -4.3556 4.3413  0.28
H -1.7725 -4.6895 3.8066  0.41
H -2.1505 -4.3548 5.5211  0.28
H -3.4241 -3.1791 3.0214  0.30
H -4.2195 -3.9709 4.4527  0.31
H -2.6725 -0.7881 3.4738  0.18
H -2.9963 -0.2259 5.1743  0.38
H -1.1785 -1.4220 6.0353  0.19
H -0.5531 -0.8441 4.4693  0.22

=====

ORCA calculation (ωB97M-V/def2-TZVPD) on 2 unconnected molecules or ions with the total composition C19H23FN3O8 at a distorted geometry.

The molar mass is 440.40 Da. For the strongest force on any atom, the calculation gives 4.2 eV/Å. Its LUMO energy is 2.14 eV. The net charge is -1. The orbital gap comes out at 5.993 eV.

Each line ends with the Mulliken charge.
Atoms and positions in Å:
O 2.6954 -3.8262 2.9525  -0.58
O 2.3109 7.2283 0.5513  -0.63
O 0.1037 -1.6528 2.5030  -0.50
O -0.7625 -2.2621 -0.2020  -0.63
O 1.1697 1.7148 0.6445  -0.71
O 1.6751 4.3259 2.8860  -0.67
O 3.3719 1.5101 0.4799  -0.79
F -1.8478 -6.3529 -5.9106  -0.33
O 2.6772 -1.6888 3.7142  -0.37
C 2.1706 -2.7144 2.9744  0.29
C 1.6664 6.8132 -0.3995  0.71
C 0.9013 -2.5340 2.1962  0.63
C -0.7520 -3.3237 0.3968  0.62
C 2.3190 2.1883 0.4960  0.53
C 1.0241 4.8764 2.0006  0.22
C -1.1467 -4.8925 -4.1586  -0.50
C -3.2626 -6.0428 -4.0178  -0.43
C -1.3869 -4.2942 -2.9166  -0.30
C -3.5044 -5.4525 -2.7716  -0.48
C -2.0811 -5.7708 -4.7120  0.25
C -2.5627 -4.5800 -2.2044  0.68
N 0.1655 5.8647 2.2893  -0.11
N -1.7403 -4.2666 0.0900  0.18
N 1.0492 5.6337 -0.4489  -0.19
C 1.5068 7.6807 -1.6255  -1.29
C 0.4569 -3.6598 1.2565  -0.51
C -0.0644 6.3869 3.6328  -0.95
C -1.6804 -5.6340 0.6057  -1.12
C -2.8185 -3.9414 -0.8571  -1.43
C 2.4471 3.6866 0.1769  -0.84
C 1.1823 4.5108 0.5043  0.32
H 3.5336 -1.9770 4.0564  0.35
H -0.2330 -4.6689 -4.6997  0.41
H -3.9894 -6.7196 -4.4544  0.38
H -0.6582 -3.5991 -2.5052  0.46
H -4.4282 -5.6763 -2.2465  0.32
H -0.2674 6.3256 1.5075  0.24
H 0.5633 5.4145 -1.3005  0.29
H 1.9119 7.1544 -2.4882  0.34
H 0.4520 7.8974 -1.7777  0.32
H 2.0575 8.6073 -1.4719  0.34
H 0.2659 -4.5343 1.8737  0.35
H 1.2818 -3.8940 0.5825  0.37
H -0.7177 7.2579 3.5928  0.33
H 0.8937 6.6695 4.0746  0.29
H -0.5172 5.6098 4.2508  0.28
H -2.5091 -6.2355 0.2184  0.39
H -0.7466 -6.1186 0.3033  0.34
H -1.7494 -5.6358 1.6979  0.34
H -2.9339 -2.8603 -0.9933  0.35
H -3.7704 -4.2922 -0.4465  0.47
H 3.3062 4.1108 0.6999  0.23
H 2.6454 3.7640 -0.8942  0.36
H 0.3265 3.8696 0.2940  0.40

=====

ORCA calculation (ωB97M-V/def2-TZVPD) on C19H23N3O2S in the gas phase.

The molar mass is 357.48 Da. For the strongest force on any atom, the calculation gives 0.9 eV/Å. Its LUMO energy is -0.18 eV. The net charge is 0. The orbital gap comes out at 7.757 eV. Its SMILES is CC(C)CN(CC(C)C)C(=O)c1cc2c(=O)n3ccccc3nc2s1.

Each line ends with the Mulliken charge.
Atoms and positions in Å:
C -2.9499 2.4698 -4.3022  -1.66
C -2.1141 1.5637 -3.4031  1.01
C -0.8775 1.0621 -4.1434  -1.36
C -1.7249 2.3264 -2.1283  -1.57
N -0.9813 1.4922 -1.1981  0.70
C 0.4011 1.8303 -0.9482  -1.50
C 0.5582 3.0728 -0.0518  1.13
C -0.0180 2.8182 1.3373  -1.49
C 2.0353 3.4467 0.0373  -1.67
C -1.6974 0.5953 -0.4836  0.27
O -2.9109 0.5107 -0.5624  -0.64
C -0.9436 -0.3484 0.3870  0.52
C -0.0130 -1.2694 0.0232  -1.67
C 0.3695 -2.1125 1.0966  0.69
C 1.3279 -3.1705 1.0803  0.01
O 2.0088 -3.5455 0.1484  -0.68
N 1.4528 -3.8199 2.3569  0.03
C 2.3331 -4.8569 2.4429  -0.41
C 2.5313 -5.5380 3.5956  -0.57
C 1.8048 -5.1647 4.7514  -0.18
C 0.9245 -4.1337 4.6810  -0.65
C 0.7184 -3.4235 3.4673  0.65
N -0.1425 -2.4384 3.4421  -0.65
C -0.3116 -1.8098 2.2793  0.80
S -1.4198 -0.5006 2.0607  -0.19
H -3.8435 2.8058 -3.7824  0.40
H -3.2554 1.9351 -5.1980  0.42
H -2.3753 3.3439 -4.6039  0.35
H -2.7212 0.7053 -3.1029  0.30
H -1.1704 0.5204 -5.0397  0.44
H -0.2979 0.3894 -3.5158  0.23
H -0.2449 1.8969 -4.4417  0.28
H -1.1123 3.1909 -2.3869  0.57
H -2.6388 2.6694 -1.6331  0.38
H 0.8990 0.9881 -0.4677  0.53
H 0.8891 2.0129 -1.9099  0.35
H 0.0121 3.9061 -0.5067  0.23
H 0.0641 3.7128 1.9498  0.50
H -1.0686 2.5434 1.2779  0.32
H 0.5218 2.0135 1.8325  0.25
H 2.1652 4.3295 0.6581  0.42
H 2.4426 3.6585 -0.9489  0.41
H 2.6062 2.6318 0.4770  0.36
H 0.3882 -1.3747 -0.9689  0.62
H 2.8460 -5.0760 1.5168  0.44
H 3.2341 -6.3533 3.6280  0.41
H 1.9562 -5.7015 5.6747  0.41
H 0.3423 -3.8044 5.5254  0.47